one) A cluster of 2 separate species, C5H15NO in total, computed with ωB97M-V/def2-TZVPD.

Results
molar mass = 105.2 g mol⁻¹
HOMO-LUMO gap = 9.0229 eV
net charge = 0
structure (SMILES) = CCNC(C)C.O

Atoms and positions in Å:
C 1.70706 1.56322 -0.14982
C 0.67684 0.81769 0.71828
N 0.38262 -0.50771 0.17173
C -1.07502 -2.01281 -1.09372
C -0.23220 -0.75525 -1.12520
C -1.06493 0.42009 -1.62689
H 2.20329 2.17133 0.59995
H 2.43771 0.90313 -0.60032
H 1.22088 2.07408 -1.00124
H -0.23550 1.40635 0.92361
H 1.19515 0.89679 1.67968
H 0.43435 -1.17008 0.92247
H -1.59724 -2.11282 -2.04840
H -1.85361 -1.91482 -0.32760
H -0.46050 -2.90641 -0.92216
H 0.55659 -0.84837 -1.87613
H -0.99812 0.72550 -2.65903
H -0.87510 1.36562 -1.08652
H -2.08242 0.39606 -1.15737
H -0.30760 -0.18999 4.34576
H -0.11834 0.13732 2.79775
O 0.08609 -0.45891 3.51516


two) A cluster of 2 separate species, C5H15NO in total, computed with ωB97M-V/def2-TZVPD.

Results
molar mass = 105.2 g mol⁻¹
HOMO-LUMO gap = 10.1259 eV
net charge = 0
structure (SMILES) = CC[C@H](C)CN.O

Atoms and positions in Å:
C 1.29951 0.03128 0.43964
C 0.04301 -0.68891 -0.11791
C 0.32629 -2.19035 -0.22661
C -1.05094 -0.22812 0.84657
C -2.54074 -0.39171 0.30033
N 2.61717 -0.17168 -0.19752
H 1.35047 -0.10382 1.55669
H 1.09915 1.10460 0.44112
H -0.08123 -0.13024 -1.07983
H -0.58341 -2.78764 -0.20765
H 0.82944 -2.57019 0.67703
H 0.92296 -2.44226 -1.10343
H -0.87855 -0.62879 1.85157
H -0.91941 0.85442 0.94166
H -3.04604 0.48690 -0.06167
H -2.98902 -0.97493 1.10154
H -2.45184 -1.11474 -0.51395
H 3.20785 0.02685 0.60720
H 2.85699 -1.14288 -0.37556
H -0.01952 4.36455 -0.88240
H 0.15612 3.95922 -2.24083
O -0.14825 4.73846 -1.75598


three) A cluster of 2 separate species, C5H15NO in total, computed with ωB97M-V/def2-TZVPD.

Results
molar mass = 105.2 g mol⁻¹
HOMO-LUMO gap = 10.5093 eV
net charge = 0
structure (SMILES) = CCC[C@H](C)N.O

Atoms and positions in Å:
C 1.22981 1.81014 -1.15099
C 0.65601 0.53369 -0.55061
C -0.86028 0.67430 -0.32599
C -1.61463 -0.60994 0.06109
C -2.12032 -0.58270 1.50303
N 0.90296 -0.65454 -1.39268
H 2.26471 1.96325 -0.85431
H 1.25998 1.72117 -2.23746
H 0.65066 2.70472 -0.93569
H 1.07139 0.28888 0.43329
H -1.06452 1.42466 0.44060
H -1.27807 1.10861 -1.23459
H -2.47816 -0.75206 -0.58780
H -0.98254 -1.48963 -0.07543
H -1.29943 -0.40370 2.20688
H -2.89438 0.16677 1.64178
H -2.55406 -1.55020 1.76236
H 1.78412 -0.56518 -1.88776
H 0.17592 -0.72400 -2.10143
H 1.86289 -1.23356 1.39089
H 2.91775 -2.26204 1.75508
O 2.37018 -1.56866 2.13973


four) A cluster of 2 separate species, C5H15NO in total, computed with ωB97M-V/def2-TZVPD.

Results
molar mass = 105.2 g mol⁻¹
HOMO-LUMO gap = 9.2659 eV
net charge = 0
structure (SMILES) = CCNC(C)C.O

Atoms and positions in Å:
C -0.23722 -2.13150 -1.82840
C 0.68621 -1.37258 -0.87586
N 0.13138 -0.02284 -0.65991
C 1.30324 0.22541 1.54897
C 0.94721 0.84317 0.21447
C 0.17958 2.16042 0.39106
H -0.16569 -3.20692 -1.68402
H -0.12674 -1.70163 -2.82378
H -1.28796 -1.91789 -1.58561
H 0.70297 -1.94430 0.05991
H 1.66392 -1.23971 -1.33263
H -0.75948 -0.15678 -0.19915
H 1.81117 0.99391 2.13932
H 0.42308 -0.22619 2.00369
H 2.05474 -0.56266 1.44886
H 1.80020 1.17799 -0.38486
H 0.88593 2.93986 0.71497
H -0.20770 2.53692 -0.55023
H -0.54320 2.16687 1.21050
H -2.63673 0.16349 1.30745
H -3.65968 0.96584 0.48636
O -2.96522 0.30912 0.39887


Of them, the most stable is three) and the least stable is one).